Below is C6H9N in the gas phase at a distorted geometry, with properties calculated with the ωB97M-V functional and the def2-TZVPD basis.

As for the HOMO-LUMO gap: 10.04 eV. For the energy above the lowest of the compared OMol25 structures with the same formula, charge and spin, the calculation gives 506.07 kJ/mol. Its spin multiplicity is 1. As for the net charge: 0. The highest occupied orbital energy is -8.93 eV. As for the SMILES: CN1[C@@H]2C=C[C@H]1C2. Its LUMO energy is 1.11 eV.

```
16
Properties=species:S:1:pos:R:3:forces:R:3
C -1.540219 0.039010 -1.177216 -2.6 -1.8 -0.8
N -0.188422 -0.651722 -0.864175 -4.4 3.7 1.1
C 0.684007 0.674084 -0.456307 -1.0 -2.5 0.1
C 1.882902 -0.112011 -0.005865 1.9 -0.3 -1.2
C 1.299010 -1.109912 0.636288 1.3 -2.6 4.0
C -0.223990 -0.814065 0.673277 2.6 1.7 1.3
C -0.011053 0.761242 0.911186 -2.3 1.4 0.5
H -1.983529 0.829079 -0.494099 1.4 -0.6 -0.7
H -1.543225 0.413738 -2.230764 0.1 -0.2 0.9
H -2.472525 -0.704152 -1.103197 2.2 0.9 -0.5
H 0.478241 1.394305 -1.223418 1.0 0.6 -0.2
H 2.967025 -0.007634 -0.233226 -1.1 0.1 0.2
H 1.805343 -1.930489 1.317866 -1.0 1.7 -1.8
H -0.871429 -1.281359 1.509723 0.6 -0.2 -2.4
H -0.917231 1.520039 0.958476 1.5 -1.8 0.0
H 0.635095 0.979850 1.781450 -0.3 0.0 -0.6
```
Forces are in eV/Å.